# C34H70F18K2N3O26S6

C34H70F18K2N3O26S6 as an isolated structure (ωB97M-V/def2-TZVPD, the Open Molecules 2025 dataset).

## Properties
Net charge: -1
HOMO-LUMO gap, eV: 5.177
F_max, hartree/bohr: 0.065
HOMO energy, eV: -6.0

Structure (XYZ):
```
159
Properties=species:S:1:pos:R:3:forces:R:3
H -12.0384 7.2025 14.3559 0.283 -0.148 -0.229
O -12.2908 2.9371 17.5785 0.372 0.969 0.897
H -20.8848 8.1292 18.3903 0.165 -0.532 -0.479
H -16.6210 8.1145 14.0456 -0.083 -0.679 0.466
O -17.2294 14.7732 8.8717 -1.011 -0.614 0.630
F -10.1475 3.7613 15.4510 2.532 -0.477 0.389
C -19.5771 13.0045 3.5770 1.121 -1.387 -0.646
H -19.6142 15.5691 3.1965 -0.017 -0.410 0.191
H -13.6595 8.9939 14.0891 0.532 -0.357 0.505
O -13.8615 8.7357 12.1240 -0.111 -0.081 -0.399
H -12.1704 7.3871 18.7317 -0.355 0.277 0.168
F -19.7195 11.5657 8.5774 -0.818 -1.208 2.049
H -20.5608 4.0445 16.0440 0.357 -0.074 0.635
H -21.9448 5.7542 10.5254 0.097 0.015 -0.179
C -22.0200 15.7962 11.8622 -0.950 0.675 -1.666
C -21.5684 14.2371 8.5448 0.439 0.163 -0.187
C -11.3939 3.9983 15.2702 -2.738 -0.132 1.932
O -20.2480 6.5125 17.1282 0.635 1.842 1.474
F -17.4242 1.8561 15.0105 -0.075 -0.136 -0.501
H -18.5204 9.9309 5.8209 0.349 0.366 0.591
F -16.7651 3.4196 16.3194 -0.360 0.213 0.551
C -13.0259 8.6450 13.2699 -0.601 0.851 -1.339
O -13.5204 6.2878 13.4052 -0.647 -0.462 0.682
H -14.0960 10.7709 11.9306 -0.225 0.083 0.628
O -20.4575 13.8804 4.1385 -0.794 1.612 0.721
C -16.7008 8.6459 14.9945 -0.208 0.668 -1.433
H -22.6937 16.5544 11.4206 0.297 0.017 -0.189
O -19.1813 8.7776 8.3105 0.159 -0.191 -0.112
H -22.2990 4.1050 16.3736 0.479 -0.051 -0.234
C -20.2791 7.9139 17.4782 -1.058 0.127 0.126
H -20.9457 14.1597 11.0855 -0.376 -0.111 -0.543
H -20.4792 14.0770 8.5668 -0.141 -0.126 0.307
H -15.3553 9.7681 11.2862 -0.415 -0.067 0.115
S -24.0808 9.0362 15.4296 -0.135 0.608 -1.540
C -20.0189 10.7750 9.7046 0.640 1.185 -0.978
C -13.8666 9.5656 17.0618 -0.083 1.634 -0.384
C -24.1529 9.2228 9.0867 -0.551 0.901 -0.627
H -12.2050 9.1764 18.9759 -0.132 0.035 -0.154
H -21.1948 15.7802 3.9090 -0.194 -0.249 0.091
H -15.9082 9.4834 17.4289 -0.322 -0.085 -0.231
O -13.5598 8.3408 17.5507 1.456 -1.347 1.618
O -21.3176 3.9998 18.0645 1.014 -0.008 -0.015
H -16.0806 13.8508 7.4566 -0.145 0.187 -0.317
C -20.0388 3.9731 18.7227 -0.417 0.972 0.211
H -15.3083 15.1554 8.3513 0.035 0.031 -0.144
N -23.0062 9.7551 14.3857 -0.898 -1.013 0.913
H -13.8599 10.3125 17.8728 0.177 0.217 -0.080
O -18.1386 6.3124 10.2742 -0.520 -0.746 -0.724
C -16.5180 2.8208 15.1603 0.691 0.605 0.967
C -16.2598 14.8511 7.8862 1.070 -0.981 0.457
H -19.2846 8.3009 17.7099 0.121 -0.496 -0.353
O -16.6747 17.1176 7.5042 -0.680 1.319 0.169
H -18.1254 17.1088 8.9790 -0.292 -0.037 -0.049
C -21.4263 5.9934 16.5888 1.188 -1.599 -0.623
H -16.1555 13.4866 10.1367 -0.327 0.454 0.113
C -13.7264 5.6980 12.1799 -0.904 -0.739 -1.260
H -17.6187 15.5916 6.4369 -0.207 0.210 -0.066
H -20.0704 12.4748 2.7500 0.257 -0.070 -0.176
F -20.4818 6.0616 12.2367 1.092 0.540 0.758
F -19.7710 11.4790 10.8218 -0.516 -0.392 -1.174
H -21.0590 16.2646 12.0381 0.273 -0.085 -0.123
O -23.6359 12.1888 14.3216 0.052 0.563 -1.252
H -14.0917 6.4382 11.4544 0.423 -0.076 -0.168
H -17.9309 13.6692 10.4136 0.072 -0.003 0.084
O -12.0679 1.4923 15.6836 -0.078 0.361 -0.740
H -16.9190 10.9045 5.8718 -0.485 -0.056 0.413
K -17.8178 4.6957 7.9037 0.007 0.463 0.641
H -19.8967 2.9863 19.1560 0.227 -0.091 -0.193
S -18.3715 7.3432 11.2578 -0.605 0.305 0.271
C -21.0410 11.5844 14.3579 -1.527 1.277 0.879
H -20.0690 11.4254 4.9240 0.182 0.183 0.179
F -25.2888 8.2394 13.2371 -0.098 -0.187 0.258
H -24.1805 14.9492 14.0769 -0.110 -0.133 0.182
H -12.8432 5.1447 11.8262 0.106 0.338 -0.091
H -24.2739 11.8017 9.9294 0.307 -0.477 0.548
H -24.0988 10.0406 8.3364 -0.204 -0.241 0.188
F -11.6884 3.9432 14.0235 -0.168 -0.123 -2.659
F -21.3212 10.4111 9.6540 1.131 0.674 0.201
F -20.1301 10.7814 14.8364 0.443 -0.912 -0.170
C -15.2681 9.5749 16.5360 -0.002 0.824 1.088
F -11.6856 5.2156 15.7141 0.171 0.922 0.386
F -23.8586 6.8430 14.0263 0.293 -0.734 -0.104
C -20.5765 15.0574 3.3800 -0.072 0.521 -0.517
O -17.5873 9.8704 9.8455 1.707 0.769 -0.093
H -21.7571 14.6984 7.5746 -0.304 -0.214 -0.020
C -19.2772 6.5952 12.6769 -0.801 -0.052 -0.252
H -17.8833 18.6401 8.0597 0.185 -0.165 0.365
H -25.1635 8.7891 9.0345 0.218 -0.110 -0.007
O -22.5364 15.4342 13.0719 0.881 0.076 1.591
H -21.1176 6.3091 9.0679 -0.151 0.424 0.005
H -11.7949 7.0254 12.5925 0.083 0.044 -0.080
C -12.5296 7.2415 13.3732 0.828 0.375 1.361
H -25.6790 10.9610 10.4497 0.502 -0.268 0.567
C -19.1731 12.0187 4.6584 -0.590 0.170 0.727
H -22.6883 5.4631 8.9791 -0.121 0.431 -0.149
C -12.2944 8.3630 18.2499 -0.123 -1.292 -1.165
C -24.5878 11.0260 10.6734 -0.877 -0.018 -2.463
H -17.2510 12.6415 9.1218 -0.328 0.636 -0.284
H -12.1561 9.3045 13.0939 -0.095 0.059 0.491
C -23.8877 15.2145 13.0722 -1.591 -0.910 -0.579
O -22.8069 11.3108 16.3730 0.866 -0.310 0.766
H -16.9163 9.6651 14.5883 0.227 -0.076 0.727
H -22.0857 13.2733 8.6500 0.026 0.052 -0.172
H -21.3269 6.2292 15.5191 -0.976 -0.031 -0.173
H -17.1424 9.4718 4.8911 0.005 0.326 -0.471
O -14.5244 1.6028 13.9712 -0.322 -0.427 -0.979
H -20.7529 8.5375 16.6896 0.386 -0.430 0.141
H -20.0189 4.7208 19.5324 -0.252 -0.267 -0.074
O -18.1574 11.1688 4.2380 0.696 -0.417 -0.795
H -24.1276 14.3751 12.3980 -0.174 -0.027 0.347
H -22.3856 6.2733 17.0154 0.221 0.660 0.248
C -17.1494 13.6079 9.6612 0.665 -0.669 0.217
H -22.7096 13.8558 10.9730 0.210 0.413 0.240
H -15.4621 10.5552 16.0739 -0.047 0.049 0.055
H -14.5178 4.9417 12.2263 0.046 0.085 0.557
O -14.8884 1.1703 16.3630 -0.726 -1.006 0.547
H -21.0144 14.8564 2.3859 -0.010 -0.003 0.263
H -13.1454 9.8940 16.2992 0.055 -0.008 -0.115
F -20.7350 12.8203 14.7908 -0.172 -0.294 -0.492
O -23.9447 9.7561 10.3722 0.397 0.721 1.175
F -19.5284 7.5436 13.5934 -0.256 -0.462 -0.516
S -12.4712 2.7867 16.1760 -1.277 -0.126 -0.186
O -25.2246 9.8301 15.6947 -0.887 0.740 0.025
H -24.5306 16.0390 12.7093 0.579 0.292 0.163
H -18.7341 17.3817 7.2802 -0.043 -0.536 0.122
H -24.4298 11.4076 11.6763 0.336 -0.605 0.227
C -23.0638 8.2436 8.6777 0.373 0.003 0.736
C -21.3095 4.4574 16.7333 -2.073 0.455 -0.575
H -23.3726 7.6803 7.7870 -0.129 -0.065 0.239
O -23.4428 8.3991 16.5027 0.993 -1.245 1.319
H -15.2591 9.8852 13.0815 -0.043 0.454 -0.064
S -22.8002 11.2201 14.9513 0.119 1.015 0.100
H -15.8879 15.9576 6.1472 -0.099 -0.333 -0.352
N -19.4402 8.4527 10.8267 0.539 -0.092 -1.000
C -14.7005 9.8706 12.1443 0.737 -0.305 -0.812
K -21.9549 8.8119 12.0724 -0.227 -0.034 -0.031
O -21.9954 15.1555 9.5144 0.159 -0.087 1.357
O -15.4577 8.5593 15.6424 -0.582 -0.561 -0.889
S -14.8103 2.0908 15.2815 0.485 1.237 -0.156
F -18.5400 5.6569 13.2142 -0.232 -0.106 -0.104
C -21.9277 14.6313 10.8683 0.832 -0.018 -0.702
C -17.9288 17.5463 8.0032 0.179 0.852 -0.236
H -18.6802 13.5107 3.1895 -0.045 -0.052 0.012
C -17.6616 10.3533 5.2825 -0.243 -0.394 -0.273
H -17.5750 8.3477 15.5834 0.284 -0.232 0.171
C -16.6728 15.8769 6.9014 0.869 -0.425 -0.709
H -19.2404 4.3120 18.0648 0.085 -0.532 -0.193
O -22.7812 7.3968 9.7997 -0.437 0.538 -0.442
H -18.8574 12.5925 5.5514 -0.162 -0.118 -0.198
F -16.6787 3.7575 14.2197 0.038 -0.409 -0.484
O -17.2150 7.8760 11.8529 1.319 0.458 0.680
H -22.1555 8.8003 8.4226 -0.078 -0.225 -0.060
S -18.8641 9.3465 9.5936 -2.473 -0.918 0.290
F -21.0505 11.5768 13.0145 0.368 -0.212 -0.011
C -24.8083 7.7054 14.3850 1.360 1.639 -1.306
F -25.7597 7.1185 15.0243 -0.930 -0.825 0.620
H -11.4696 8.3617 17.5045 -0.317 0.566 0.322
C -22.1049 6.2092 9.5450 0.284 -1.196 0.277
N -13.9528 3.3829 15.6891 1.459 -1.521 -0.009
```
Forces are in eV/Å.